DFT (ωB97M-V with the def2-TZVPD basis set) results for a 6-piece molecular cluster, C42H71FO8S5 overall at a distorted geometry.

CARTESIAN COORDINATES (ANGSTROEM)
1 C -1.923082 -2.586455 -0.042971
2 H 0.623414 8.244884 0.742686
3 O 0.536729 -3.875476 -1.088243
4 O -0.906925 1.039656 -7.382485
5 H 1.878635 -4.281019 -5.683587
6 H -4.979686 5.930721 -3.632663
7 O -3.032814 -8.275616 -1.901275
8 H -4.668113 0.819840 4.443050
9 H 3.298054 -1.263342 3.195679
10 H -2.324781 1.593027 -2.563937
11 H -1.455119 -0.272315 6.301302
12 C 4.214422 -3.190153 -0.505108
13 C 2.273151 10.359540 1.572961
14 H 1.459544 11.021199 1.870887
15 H -0.020038 1.159480 -0.789797
16 H 0.287070 1.538674 2.616999
17 H -3.648464 -4.087136 1.617817
18 O -2.115906 0.909917 2.999113
19 H -3.113672 -5.080571 -0.679834
20 H -0.461728 -10.512409 -2.962752
21 H -2.966609 -3.301882 3.695195
22 H -0.221154 -8.200620 -4.100198
23 C -0.046911 -2.987385 -1.685077
24 C -1.230573 -7.905363 -3.811791
25 C 4.059782 -4.036064 1.951454
26 C -3.774052 0.823477 5.063853
27 C 2.885154 4.894731 2.871801
28 S 4.017501 3.969872 3.911665
29 H -2.188816 -10.516582 -3.433214
30 H 5.706968 -2.900113 1.102602
31 C 0.563788 1.276143 1.590265
32 H -1.617090 -4.403604 3.727626
33 H 6.363834 4.329785 3.827357
34 C 0.610640 -1.215136 -4.956860
35 C -1.179048 0.268559 5.395615
36 H -3.495585 1.851653 5.297293
37 C 4.968798 -3.639091 0.760857
38 C 1.196527 -2.257027 -5.647427
39 C -3.892296 5.944037 -3.554543
40 O 3.182931 7.893847 1.936695
41 C -3.054784 -0.497233 -0.047408
42 C -2.583695 -4.301329 1.782278
43 H -3.565018 -2.043703 1.285019
44 C -0.835812 0.247486 -6.474908
45 H 2.927039 5.950855 3.134999
46 H -3.476335 5.104177 -4.107877
47 H -1.780493 -6.067994 -0.012424
48 H -1.371623 -2.845487 2.946702
49 H -4.151212 7.299323 -0.166935
50 H 5.560735 -4.526151 0.487765
51 C -2.107510 -3.641673 3.104812
52 S -3.404051 5.777198 -1.831295
53 C -2.032472 -5.116312 -0.488465
54 H 1.877288 4.516384 3.042666
55 H -3.826219 0.144511 0.373315
56 S -1.601985 -8.558184 -2.176743
57 H 1.245460 0.111126 -6.476310
58 C 1.997250 0.663128 1.640822
59 H -3.878077 8.122408 -1.720504
60 H 1.506052 -2.098666 -6.680099
61 C 2.832203 -3.131821 2.164425
62 H 2.491698 0.950457 2.575575
63 O -0.288821 0.799321 -3.075895
64 H 1.493867 2.841093 0.453940
65 C -1.799718 2.413003 -0.571909
66 H -1.990071 3.416262 -0.967973
67 H -0.044890 3.398358 1.240122
68 H 2.076842 -3.325375 1.391536
69 H 3.680510 -5.048190 1.729794
70 C -1.137467 -2.136992 -1.098695
71 H -3.494946 6.876544 -3.956470
72 C -2.269693 -0.032253 -1.078380
73 H 0.310810 7.345990 2.247041
74 C 0.563953 8.318751 1.828938
75 C 0.476513 0.109062 -5.694976
76 F -1.884785 -0.542495 -6.167583
77 H -2.537632 -5.387043 1.940824
78 H 1.040495 -1.190611 2.269974
79 H 0.167475 2.814125 -1.393724
80 C 0.466095 2.570997 0.733063
81 H 1.746667 -1.213680 0.585029
82 H -0.093710 0.474171 1.236148
83 H -0.673017 -4.104543 0.841373
84 H 5.465038 5.846526 3.581443
85 H -2.164830 2.288010 0.455357
86 H -5.349636 7.134338 -1.472657
87 H -1.518199 -4.965529 -1.437357
88 S -2.447815 0.026756 4.143170
89 C -0.460425 -0.375472 -2.822923
90 C 5.510198 4.786632 3.329572
91 H 3.149421 4.759842 1.823124
92 C 1.019006 -3.732193 -3.783908
93 H -1.714958 -10.894565 -1.759667
94 H 0.662363 0.990125 -5.082808
95 O -4.106315 4.588148 -1.288518
96 C -1.302604 -0.850002 -1.653271
97 C 1.412377 -3.500053 -5.089699
98 S 2.158838 8.819112 2.493453
99 C -0.265241 2.205116 -0.588115
100 H -3.966238 0.265900 5.981102
101 H 5.603692 4.658150 2.251112
102 H -0.240454 -0.125717 5.008978
103 H -0.193905 9.047145 2.118343
104 O 4.045192 2.573959 3.399589
105 H 3.796404 -4.076024 -1.001720
106 H 2.400469 -3.386481 3.143031
107 H 3.407015 -2.479080 -0.312845
108 H -1.292095 -6.819269 -3.765273
109 H 2.623616 1.027484 0.814115
110 C 1.874315 -0.875690 1.625625
111 C -1.722646 -3.984616 0.544321
112 C 3.129158 -1.606563 2.163710
113 H 2.222489 10.154534 0.503376
114 H 3.226645 10.827356 1.810073
115 H -1.068084 1.332341 5.608434
116 C 0.190334 -1.456237 -3.648950
117 H -3.609534 1.571040 -1.346721
118 H 4.688230 -4.141637 2.845618
119 H 4.926629 -2.733003 -1.203384
120 H 1.205982 -4.702235 -3.334218
121 C 0.402312 -2.707596 -3.111027
122 H 4.019388 -1.327686 1.588496
123 C -1.478883 -10.294170 -2.636060
124 H -1.956089 -8.281939 -4.533441
125 C -2.900707 -1.761316 0.476709
126 C -2.533928 1.406909 -1.510233
127 C -4.287915 7.230978 -1.244547

Forces on atoms 1 to 2 (eV/Å):
0.3 -1.4 0.7
0.1 0.0 0.0

Calculated values
Gap between HOMO and LUMO, eV: 8.06

DFT (ωB97M-V with the def2-TZVPD basis set) results for a 9-piece molecular cluster, C17H51N17O9 overall at a distorted geometry.

CARTESIAN COORDINATES (ANGSTROEM)
1 H 0.895194 -3.099796 2.107038
2 H -2.891056 -0.738776 2.098388
3 H 1.608954 1.392214 -0.901412
4 H 2.443624 -5.107436 5.255828
5 H -1.536756 -0.132116 -2.165422
6 O -0.958516 0.397064 2.516438
7 H -4.491006 -0.787436 2.465058
8 N -3.659046 -1.347116 2.343768
9 O 0.875864 -0.240726 -2.033652
10 N 3.469594 1.463074 -2.204572
11 C -3.074526 2.568504 -4.750192
12 H -5.448536 0.547744 -1.032102
13 H 2.365794 -2.169936 -1.851432
14 H -0.001796 -0.064036 -0.323042
15 H 4.500844 -0.510886 0.209838
16 N 0.498224 2.464584 4.175978
17 H 2.146024 -2.498276 -3.653572
18 H 1.089464 -4.821056 2.233228
19 C -1.752246 0.641174 -5.481122
20 C -3.034756 1.797934 -0.819622
21 H -0.853756 0.045484 -5.319972
22 H 1.497924 -0.593766 0.903378
23 H -2.510346 -3.821096 0.857668
24 C -0.203566 0.190874 1.613538
25 O 1.946824 -2.834256 4.510818
26 O 2.581184 -1.534826 0.089388
27 C -4.809716 0.171174 -1.830982
28 H -3.583876 2.691274 -0.522122
29 N 3.761684 -0.467336 3.279058
30 H 2.879424 0.798694 -2.684572
31 H -0.190136 -0.607566 -4.173432
32 H -2.997236 3.960054 -2.894592
33 H 2.991454 0.285784 6.176818
34 H 2.026574 2.866374 0.016208
35 H 1.295454 2.898674 7.022808
36 C -3.693966 3.431884 -3.545532
37 N 1.312264 3.015214 6.019698
38 O -2.173826 -0.609576 -2.701862
39 H -5.096726 2.923104 -1.945422
40 C 3.883874 0.116774 4.393638
41 N 2.125584 2.251384 -0.778832
42 O -0.199306 1.416574 6.024108
43 H -2.339526 3.161554 -5.294402
44 C -2.126876 1.416524 -4.227732
45 H 4.417074 -3.954216 0.927678
46 N -2.515196 -2.905636 1.284288
47 H 1.873724 -5.741936 3.667288
48 H 2.875844 -3.931176 0.106968
49 C -3.712566 1.261604 -2.135372
50 H 5.626414 -1.846526 0.487938
51 N 1.282764 -3.896746 2.591548
52 H 1.122704 3.081854 3.676868
53 H 4.298764 1.672194 -2.742002
54 H -4.402166 4.197824 -3.861572
55 H -0.254086 2.008294 3.680058
56 H -1.341356 2.848904 -2.886982
57 C 1.662024 -3.816266 3.883598
58 H -0.331366 1.464594 -2.986122
59 H 0.973864 -1.740616 -4.799952
60 H -1.702996 -2.308416 1.222898
61 N 2.992724 -0.145166 5.263378
62 O 4.084574 3.173184 -1.091152
63 H -1.646456 -0.101556 0.375958
64 H 4.635894 -0.608446 2.793328
65 H 2.387674 -0.891686 4.952358
66 C 1.223824 -1.024026 -2.895202
67 H 1.850624 3.727244 5.547168
68 H -1.995446 2.124414 -0.856372
69 O 4.874064 0.760284 4.703288
70 N 4.693144 -1.460456 0.495198
71 N 2.015684 -2.001756 -2.783762
72 C -4.527666 2.383294 -2.702322
73 C 0.551174 2.193704 5.459708
74 C 3.259584 2.327634 -1.308802
75 H -5.244376 2.044714 -3.450512
76 H 3.012244 -1.126486 3.124228
77 H 1.639844 0.116874 2.415888
78 N 3.661744 -3.435466 0.502868
79 N 1.080314 0.029484 1.579588
80 H -3.128856 1.064604 -0.018692
81 H -2.472186 -0.142186 -5.718042
82 H -5.334146 0.005034 -2.771972
83 H -3.831126 2.142894 -5.409372
84 O -4.387936 -3.431576 2.209978
85 C -0.903316 2.155784 -3.605182
86 N 0.662714 -1.135226 -4.053772
87 H -1.725896 1.291244 -6.355662
88 H -4.381006 -0.803296 -1.597042
89 H -0.130796 2.648084 -4.195912
90 N -2.758846 0.560314 -3.136052
91 C 3.581764 -2.127746 0.382448
92 C -3.543736 -2.610906 2.043848
93 N 2.005424 -5.010326 4.351028
94 N -0.643406 -0.013886 0.455368

Forces on atoms 1 to 2 (eV/Å):
0.0 -0.2 0.3
0.2 0.0 0.4

Calculated values
Spin multiplicity: 2
<S²>: 0.7550
Gap between HOMO and LUMO (alpha / beta), eV: 7.72 / 3.58
Net charge: +1

DFT (ωB97M-V with the def2-TZVPD basis set) results for a 2-piece molecular cluster, C2HClF3NO2 overall at a distorted geometry.

CARTESIAN COORDINATES (ANGSTROEM)
1 F -0.504708 1.907420 0.920262
2 O 0.649469 -1.184454 -1.517343
3 F 0.102965 1.734701 -1.128776
4 O -1.509876 -1.423715 -1.117787
5 F 1.582322 1.717508 0.509986
6 C 0.337347 1.399202 0.114359
7 H 1.048284 -0.938461 0.889265
8 N -0.343817 -1.327643 -0.821384
9 C -0.030816 -1.034988 0.518699
10 Cl -1.331169 -0.849571 1.632718

Forces on atoms 1 to 2 (eV/Å):
-1.4 0.7 1.0
-0.2 -1.0 -1.4

Calculated values
Gap between HOMO and LUMO (alpha / beta), eV: 8.60 / 8.20

DFT (ωB97M-V with the def2-TZVPD basis set) results for a 2-piece molecular cluster, CHCl3S overall at a distorted geometry.

CARTESIAN COORDINATES (ANGSTROEM)
1 Cl -2.728427 1.466507 -0.207606
2 Cl 3.134057 -1.682828 -0.247408
3 C -1.527425 0.279250 -0.025261
4 H -1.924447 -0.584731 -0.607977
5 S -0.572085 0.264559 1.236890
6 Cl 3.618327 0.257243 -0.148638

Forces on atoms 1 to 2 (eV/Å):
-0.6 1.3 -0.6
0.1 0.3 0.0

Calculated values
Gap between HOMO and LUMO, eV: 8.41

DFT (ωB97M-V with the def2-TZVPD basis set) results for a 2-piece molecular cluster, C6H15N2 overall at a distorted geometry.

CARTESIAN COORDINATES (ANGSTROEM)
1 H -2.074922 -0.953178 2.302505
2 H 2.184355 3.633828 -0.607045
3 C 2.163585 2.495331 -0.961930
4 H 2.944679 1.988476 -1.581040
5 H -0.667253 0.628013 1.068069
6 H -0.541349 -0.816059 -1.863354
7 C 1.647873 -1.121405 0.534729
8 H 0.421780 2.498066 -0.090433
9 N 1.159022 1.835345 -0.549455
10 H 1.772450 -0.311421 1.224353
11 H 1.152299 -1.151524 -2.032021
12 H 2.512297 -1.098910 -0.150903
13 H -2.176314 -0.675837 -1.279540
14 C -0.870932 -0.407778 0.614181
15 C 0.383956 -0.817834 -0.218263
16 C -1.534988 -1.442257 1.441327
17 C -2.074826 -0.052884 -0.332696
18 H 1.634766 -2.115965 1.132361
19 H -2.229733 -1.999136 0.774263
20 H -1.984549 0.919559 -0.841748
21 H -0.921317 -2.333333 1.941930
22 N 0.366445 -0.891382 -1.521771
23 H -3.045082 -0.036736 0.099510

Forces on atoms 1 to 2 (eV/Å):
0.3 -0.6 -1.1
0.7 -2.3 -1.5

Calculated values
Gap between HOMO and LUMO, eV: 9.85
Net charge: +1

DFT (ωB97M-V with the def2-TZVPD basis set) results for C23H28N8NaS6 as an isolated structure at a distorted geometry.

CARTESIAN COORDINATES (ANGSTROEM)
1 H -1.262556 3.768426 -3.411892
2 H 3.755744 -4.096474 -1.582292
3 H -4.246456 1.579226 4.492008
4 H 4.810244 1.746626 -1.243192
5 C -1.014356 -3.492174 1.120308
6 C 3.807444 1.739226 -0.806592
7 C 1.408344 3.854026 0.736408
8 Na 0.225844 -0.500074 0.713708
9 C -1.774756 1.682426 2.189508
10 S 2.512744 -2.208874 0.397508
11 H 3.357444 2.726926 -0.909592
12 H 1.230344 0.278126 -4.224792
13 S 0.546644 2.694026 -0.386892
14 C 2.172344 -2.773774 -1.105692
15 H -1.486256 3.785126 -1.046792
16 C -3.503556 1.276726 3.770908
17 H -0.777156 -3.531074 -3.722792
18 N -1.601256 0.404226 1.925708
19 C 1.205544 1.335826 -3.964492
20 N 1.084844 -2.486174 -1.899092
21 S -5.773656 -2.320074 5.385308
22 H 4.586644 1.987126 1.176508
23 H -0.831156 -2.035474 -1.785592
24 H 0.513244 3.766126 -3.350992
25 H 1.321944 3.055126 2.749008
26 H 3.315444 1.683926 -3.871692
27 H 0.488344 -3.944474 -4.889392
28 C -2.705256 2.176026 3.103408
29 H -0.191456 -3.701974 0.453608
30 N -5.126256 -0.895574 4.999908
31 H -3.442556 -4.974074 2.940808
32 S 2.335044 1.323426 1.578608
33 S -0.369256 1.574526 -3.060192
34 H 2.368644 2.722926 -2.785392
35 C 0.191844 -3.232974 -4.125592
36 H -2.798456 3.235826 3.276308
37 C 1.210644 -3.229374 -3.054292
38 H -1.589256 -5.552474 1.347108
39 C 3.898444 1.325026 0.647608
40 C -3.351756 -0.083274 3.493408
41 C -3.004056 -2.880074 2.843508
42 H -1.138856 2.355726 1.634108
43 C 2.013944 3.088026 1.906908
44 N 2.888544 -3.654174 -1.842292
45 N 2.290644 -3.935374 -3.020792
46 C -2.372056 -0.487074 2.558708
47 H 0.144044 -0.732974 -2.064192
48 N -4.856156 -3.238374 4.431108
49 C -4.005256 -2.462774 3.776408
50 H 0.696944 4.600026 1.090608
51 S 2.792344 0.590026 -1.798492
52 C -2.804156 -4.221074 2.505708
53 N 0.066644 -1.615274 -1.556592
54 C -0.391956 3.397426 -2.870592
55 C -2.181256 -1.894674 2.254408
56 C 2.455044 1.718326 -3.199692
57 N -1.204356 -2.220574 1.402008
58 H 2.949444 3.547326 2.229008
59 C -0.459856 3.829026 -1.413892
60 H 4.248244 0.294426 0.724908
61 H 2.182144 4.358526 0.155308
62 C -4.163856 -1.086974 4.108308
63 H -0.077956 4.843126 -1.298992
64 H 1.129544 1.922626 -4.880592
65 C -1.789056 -4.532074 1.631208
66 H 0.088944 -2.245774 -4.576492

Forces on atoms 1 to 2 (eV/Å):
0.1 0.1 0.0
-0.1 0.1 0.1

Calculated values
Gap between HOMO and LUMO, eV: 7.87
Net charge: +1

Number 1: DFT total energy -117976.0785 eV. Number 2: DFT total energy -62208.5618 eV. Number 3: DFT total energy -28343.8388 eV. Number 4: DFT total energy -49453.7482 eV. Number 5: DFT total energy -9437.0261 eV. Number 6: DFT total energy -105651.8381 eV.